DFT (the ωB97M-V functional and the def2-TZVPD basis) results for 8 unconnected molecules or ions with the total composition C16H50ClN4O11 at a distorted geometry.

The geometry in XYZ format:
```
82
Properties=species:S:1:pos:R:3:forces:R:3:mulliken_charge:R:1
Cl -2.2861 -0.7784 0.4320 -0.40 0.14 1.37 1.739
O -0.8910 -1.0618 0.7310 -0.13 0.05 -0.19 -0.559
O -2.5211 -0.7878 -0.9751 0.08 0.20 -0.18 -0.654
O -3.1206 -1.7789 1.0882 0.39 -0.08 -0.31 -0.772
O -2.6282 0.5080 1.0302 0.23 -0.02 -0.72 -0.623
O -2.7814 3.0652 -0.8625 0.19 -0.18 -0.02 -0.736
H -3.2006 2.2376 -0.5916 0.12 0.06 0.00 0.310
H -1.9551 3.0876 -0.3403 -0.39 0.23 0.00 0.399
O -1.2354 -2.7225 3.3371 -0.01 0.09 0.12 -0.661
H -1.5199 -2.3411 2.4942 0.06 0.05 0.04 0.310
H -1.9827 -3.2686 3.5968 0.03 -0.05 -0.04 0.257
O -3.6101 1.0949 3.7888 -0.01 0.05 0.08 -0.672
H -3.2727 1.1476 2.8851 0.00 -0.08 -0.09 0.377
H -3.5882 0.1508 3.9683 0.02 -0.04 -0.01 0.297
C 2.5607 -1.1978 3.0128 -0.16 -0.58 -0.63 -1.220
C 2.1424 0.2136 3.3829 -0.36 -0.22 -0.18 0.087
C 2.5760 1.2117 2.3274 1.02 0.25 0.95 0.563
O 4.0034 1.1953 2.2641 -0.25 -0.40 -0.36 -0.438
C 4.5042 2.0303 1.2484 0.02 -0.22 -0.06 -0.630
N 0.6979 0.3539 3.5374 0.22 0.44 0.17 -0.480
H 3.6407 -1.3515 3.0137 -0.03 0.05 0.18 0.351
H 2.2142 -1.4416 1.9963 0.05 0.24 0.05 0.104
H 2.0494 -1.9434 3.6260 0.23 0.12 0.30 0.390
H 2.5908 0.4819 4.3421 0.13 0.16 -0.07 0.405
H 2.2880 2.2150 2.6600 -0.37 -0.09 -0.21 0.271
H 2.1449 0.9581 1.3507 -0.09 0.08 0.00 -0.446
H 5.4821 1.6449 0.9557 0.09 0.16 0.13 0.284
H 4.5876 3.0617 1.6056 -0.01 0.08 -0.18 0.227
H 3.8715 1.9921 0.3520 -0.04 0.13 0.07 0.210
H 0.2103 -0.1092 2.7834 -0.22 -0.21 -0.07 0.068
H 0.4213 -0.0641 4.4130 -0.30 -0.16 -0.09 0.298
C -0.3275 1.6515 -5.4869 0.56 0.29 -0.44 -1.594
C -0.2884 0.4008 -4.6369 -0.48 0.05 0.21 0.468
C 0.6284 0.5943 -3.4545 0.53 -0.46 0.12 -0.421
O 0.6999 -0.6451 -2.7758 -0.16 0.02 -0.07 -0.348
C 1.5467 -0.5999 -1.6638 0.18 -0.29 0.22 -0.537
N -1.6495 0.0679 -4.1657 0.61 0.11 0.44 -0.781
H 0.6113 1.7931 -6.0367 -0.05 -0.13 0.06 0.393
H -0.4326 2.5553 -4.8789 -0.27 -0.11 0.08 0.293
H -1.1277 1.6166 -6.2244 -0.10 -0.05 0.12 0.399
H 0.1011 -0.4591 -5.1868 -0.12 0.05 -0.23 0.365
H 0.2074 1.3677 -2.7988 0.11 0.08 0.08 0.001
H 1.6555 0.8644 -3.7507 -0.14 0.28 -0.09 0.465
H 1.4770 -1.5564 -1.1456 -0.13 0.04 0.00 0.245
H 1.2421 0.1872 -0.9644 0.11 0.04 0.01 0.002
H 2.5974 -0.4725 -1.9689 -0.09 0.24 0.05 0.390
H -1.5078 -0.6885 -3.4931 -0.30 -0.12 -0.19 0.255
H -1.8987 0.8366 -3.5355 -0.33 -0.05 -0.25 0.309
C -0.2512 -5.8381 -1.1788 -0.92 -0.20 -0.81 -1.426
C -1.3735 -4.8644 -0.8537 0.67 0.78 0.62 0.743
C -2.7230 -5.5397 -0.7342 0.21 0.01 -0.60 -0.831
O -2.9644 -6.2759 -1.9236 -0.30 -0.29 -0.10 -0.311
C -3.8725 -7.3471 -1.7641 0.48 -0.12 0.00 -0.751
N -1.1175 -4.2656 0.4540 -0.79 -0.35 0.63 -0.610
H 0.7158 -5.3705 -1.0233 0.16 -0.18 0.17 0.435
H -0.3369 -6.1644 -2.2199 0.15 0.20 0.01 0.322
H -0.4148 -6.7526 -0.6050 0.45 0.13 0.37 0.302
H -1.4728 -4.0507 -1.5850 0.21 -0.36 -0.43 0.154
H -3.4757 -4.7457 -0.6569 -0.18 -0.23 0.41 0.343
H -2.7096 -6.2047 0.1349 -0.10 0.12 0.09 0.445
H -4.5674 -7.1831 -0.9368 -0.17 0.13 -0.15 0.338
H -3.3368 -8.2867 -1.5519 0.01 0.14 0.04 0.264
H -4.3997 -7.4833 -2.7073 -0.18 0.07 0.06 0.239
H -1.8250 -3.5640 0.6415 0.15 0.04 0.12 0.091
H -0.2158 -3.8547 0.6392 0.11 0.00 -0.50 0.237
C 1.0967 3.9199 -0.8287 -1.22 0.69 0.02 -1.561
C 0.8893 3.8702 0.6795 -0.24 -0.90 -0.36 2.370
C 0.9643 5.2204 1.3360 0.02 -0.09 0.51 -0.965
O 2.2279 5.8021 1.0867 -0.14 0.14 -0.32 -0.308
C 2.3967 6.9938 1.8118 0.13 -0.08 0.27 -0.804
N -0.4320 3.2571 0.9520 0.32 -0.44 0.05 -0.538
H 0.2325 4.4259 -1.2868 0.14 0.11 0.16 0.388
H 1.0339 2.9175 -1.2464 0.62 -0.11 -0.07 0.115
H 1.9764 4.5053 -1.0813 0.28 -0.43 -0.15 0.439
H 1.6674 3.2083 1.0676 0.17 0.44 0.21 -1.108
H 0.8405 5.0989 2.4257 -0.10 -0.01 -0.08 0.417
H 0.1470 5.8630 0.9800 0.08 0.02 -0.08 0.415
H 1.4760 7.5846 1.8498 -0.02 0.02 -0.08 0.319
H 3.1754 7.5859 1.3352 0.05 -0.03 -0.03 0.247
H 2.7025 6.7648 2.8422 -0.06 0.12 -0.02 0.288
H -0.3555 2.2660 0.7102 -0.10 0.13 -0.14 0.020
H -0.6249 3.1898 1.9507 0.10 0.31 -0.01 0.323
```
Positions in Å, forces in eV/Å.

The charge is -1. The largest force on an atom comes out at 0.0279 Eh/bohr. The calculation puts the energy relative to the best compared isomer or geometry (same formula, charge and spin) at 1.4 kcal per mole. The value obtained for the highest occupied orbital energy is -6.30 eV. As for the LUMO energy: 2.5 eV. The calculated total energy is -2146.24775 hartree.

=====

DFT (the ωB97M-V functional and the def2-TZVPD basis) results for 9 unconnected molecules or ions with the total composition C16H50O17 at a distorted geometry.

The geometry in XYZ format:
```
83
Properties=species:S:1:pos:R:3:forces:R:3:mulliken_charge:R:1
O -0.3016 0.3771 0.2600 0.39 0.10 -0.35 0.394
H -0.3847 0.5905 1.2076 -0.29 -0.01 0.13 -0.075
H 0.5982 0.0101 0.1691 0.14 -0.04 0.27 0.236
C 1.4179 -2.4263 -2.5999 0.47 -0.24 0.33 0.272
C 2.2062 -1.3897 -3.3598 -0.08 0.26 -0.04 -0.424
O 2.8684 -0.5552 -2.3870 0.10 -0.11 -0.37 -0.588
O 2.2194 -3.4984 -2.1427 0.05 -0.26 -0.02 -0.671
H 0.6504 -2.8852 -3.2217 -0.02 0.16 -0.08 0.453
H 0.9430 -1.9300 -1.7422 -0.20 0.03 -0.14 -0.347
H 1.5686 -0.7645 -3.9921 -0.12 -0.01 0.14 0.201
H 2.9555 -1.8508 -4.0077 -0.05 -0.21 0.07 0.412
H 3.4646 0.0127 -2.8857 0.01 0.13 0.18 0.241
H 2.9520 -3.1963 -1.5817 -0.15 0.23 -0.02 0.388
C 3.3448 -0.9826 1.2215 -0.73 -0.56 -1.50 -0.500
C 3.8917 -2.3868 1.0279 0.56 0.30 1.52 -0.423
O 4.3166 -2.6288 -0.3013 -0.17 0.14 -0.23 -0.527
O 2.2021 -0.8471 0.3458 0.34 0.17 0.14 -0.223
H 4.0815 -0.2462 0.8942 0.14 0.07 0.45 0.272
H 3.0068 -0.8283 2.2419 0.13 0.06 0.07 0.400
H 3.1558 -3.1212 1.3571 -0.12 0.01 -0.26 0.081
H 4.7333 -2.4598 1.7305 0.05 -0.23 -0.16 0.546
H 5.2412 -2.8820 -0.3015 0.00 -0.03 -0.03 0.290
H 2.5821 -0.7738 -0.5466 -0.20 0.01 -0.15 -0.287
C -3.6727 2.3446 -0.0065 0.57 0.33 0.42 -0.042
C -4.8006 1.4488 0.4380 0.00 0.39 -0.14 -0.709
O -4.5527 0.0687 0.2730 0.10 -0.07 0.06 -0.552
O -3.5267 2.3096 -1.4136 0.05 -0.08 -0.28 -0.491
H -2.7475 2.0408 0.4980 0.16 -0.37 -0.11 -0.130
H -3.7959 3.3777 0.3439 -0.52 -0.05 -0.08 0.448
H -5.7167 1.7544 -0.0822 0.08 -0.26 -0.27 0.375
H -5.0129 1.6945 1.4869 0.22 -0.30 0.12 0.346
H -3.7000 -0.1521 -0.1669 -0.46 0.39 0.14 0.509
H -2.7980 2.8942 -1.6642 -0.01 -0.25 0.04 0.284
C -3.3591 -1.5919 -2.9598 -0.19 -0.98 1.01 -0.757
C -2.0214 -1.5364 -2.2554 0.10 0.33 0.30 0.486
O -2.2364 -0.9935 -0.9461 0.36 0.14 -0.27 -0.387
O -3.7408 -0.3346 -3.4328 -0.12 0.32 -0.40 -0.622
H -4.0840 -2.0067 -2.2404 -0.01 0.35 0.19 0.256
H -3.3913 -2.3667 -3.7302 0.34 0.59 -0.56 0.419
H -1.3742 -0.8550 -2.8233 0.07 -0.14 -0.05 -0.210
H -1.5097 -2.4990 -2.1474 -0.26 -0.12 -0.23 0.197
H -1.4212 -0.5260 -0.6523 -0.53 -0.18 0.18 0.251
H -3.6966 0.3208 -2.7161 -0.06 -0.23 -0.02 0.343
C -1.9869 0.5112 3.5844 0.39 0.08 0.00 0.132
C -2.0586 1.1464 4.9559 0.11 -0.58 0.54 -0.603
O -0.9845 0.6394 5.7576 0.29 0.14 -0.03 -0.530
O -0.7646 0.9143 2.9611 0.10 -0.03 -0.41 -0.373
H -2.7986 0.7827 2.9107 -0.02 0.16 0.08 -0.079
H -1.9846 -0.5803 3.6810 -0.18 0.00 0.07 0.148
H -3.0093 0.9387 5.4550 -0.11 0.10 -0.18 0.370
H -1.8729 2.2179 4.9403 -0.21 0.05 -0.30 0.281
H -1.1343 -0.2793 6.0007 -0.19 0.00 -0.08 0.300
H -0.0357 0.6714 3.5453 -0.13 0.06 0.20 0.214
C 2.3459 3.5306 0.6057 0.41 1.03 -1.66 -0.146
C 1.0042 3.5791 1.2788 0.29 -0.53 1.24 0.210
O 1.2057 3.8636 2.6783 -0.15 0.22 -0.07 -0.603
O 3.0595 2.3544 0.9467 -0.17 -0.10 0.74 -0.496
H 2.8542 4.4789 0.8398 0.31 -0.37 0.70 0.333
H 2.3325 3.6151 -0.4912 -0.77 -0.33 0.08 0.011
H 0.4820 2.6230 1.2326 -0.06 0.09 -0.49 -0.213
H 0.3686 4.3823 0.9197 0.09 -0.02 -0.31 0.357
H 1.6325 3.1049 3.0863 0.04 -0.03 -0.08 0.341
H 3.7669 2.1996 0.3193 0.02 0.17 -0.07 0.269
C 0.3585 1.9838 -3.8687 -0.17 -0.35 -0.42 -0.490
C 0.8962 2.2477 -2.4762 -0.17 0.60 -0.22 0.215
O -0.1618 2.5611 -1.5856 0.06 -0.05 -0.12 -0.545
O 1.4754 1.6462 -4.6971 -0.01 -0.20 0.10 -0.590
H -0.1459 2.8528 -4.3041 0.05 0.19 0.40 0.388
H -0.4011 1.1891 -3.8537 0.21 -0.12 0.09 0.144
H 1.5652 3.1093 -2.5725 -0.03 0.05 0.22 0.330
H 1.4990 1.4193 -2.1011 -0.10 -0.18 -0.16 -0.130
H -0.3153 1.7738 -1.0384 -0.07 0.13 0.21 0.234
H 1.1483 1.4604 -5.5817 0.04 0.05 -0.02 0.324
C -0.0567 -3.0848 1.2788 0.23 -0.21 -0.64 1.010
C 0.2789 -2.5261 2.6377 -0.74 0.13 0.02 -0.145
O 1.3108 -3.1858 3.3394 0.28 -0.12 -0.22 -0.592
O -0.5445 -4.4178 1.4743 -0.04 0.17 0.12 -0.656
H 0.7883 -3.1189 0.5817 0.21 0.11 0.27 -0.127
H -0.8111 -2.4557 0.7948 -0.12 0.06 0.24 -0.236
H -0.6716 -2.5876 3.1875 0.13 0.00 0.24 0.336
H 0.5388 -1.4691 2.5782 0.14 -0.04 -0.18 -0.303
H 1.2490 -4.1288 3.1486 -0.15 0.00 0.05 0.418
H -0.9774 -4.6926 0.6617 0.04 -0.11 0.02 0.355
```
Positions in Å, forces in eV/Å.

The largest force on an atom comes out at 0.0388 Eh/bohr. The calculation puts the energy relative to the best compared isomer or geometry (same formula, charge and spin) at 12.0 kcal per mole. The value obtained for the highest occupied orbital energy is -9.71 eV. As for the LUMO energy: 0.1 eV. The SMILES is OCCO.OCCO.OCCO.OCCO.OCCO.OCCO.OCCO.OCCO.O. The calculated total energy is -1918.59211 hartree.